Entry from OMol25: one molecule with the formula C3H4OS3 (ωB97M-V/def2-TZVPD).

XYZ file:
```
11
Properties=species:S:1:pos:R:3
S -3.12 -0.29 -1.50
S -1.63 -0.73 1.17
S 1.08 0.57 1.26
O -0.52 0.57 -2.15
C -0.67 0.63 -0.97
C -1.72 -0.12 -0.36
C 0.41 1.40 -0.22
H 1.26 1.48 -0.91
H 0.20 2.42 0.14
H -3.95 -0.86 -0.62
H 2.41 0.77 0.97
```

Properties
Max |F|, eV/A: 4.12
Molecular weight, g mol⁻¹: 152.265
Lowest unoccupied orbital energy, eV: -1.65
Calculated total energy, a.u.: -1386.4593
Structure (SMILES): O=C(CS)C(=S)S
HOMO, eV: -8.74
Energy relative to the best compared isomer or geometry (same formula, charge and spin), kJ/mol: 120.0

These are the Löwdin partial charges, in e, on atoms 1 to 8: atom 1 (S): 0.804, atom 2 (S): 0.704, atom 3 (S): 0.620, atom 4 (O): 0.082, atom 5 (C): -0.624, atom 6 (C): -1.034, atom 7 (C): -0.465, atom 8 (H): 0.082